The following is a DFT calculation (wB97M-V/def2-TZVPD) of one molecule with the formula C3H4N2 in a non-equilibrium geometry.

Each line ends with the Löwdin charge.
Positions of all 9 atoms, in Å:
C -0.638 -0.923 0.340  -0.209
C 0.218 -0.827 -0.761  -0.164
N 0.790 0.437 -0.518  0.017
C 0.270 0.941 0.616  -0.196
N -0.646 0.160 1.158  0.061
H -1.301 -1.773 0.463  0.103
H -0.797 -0.768 -1.268  0.129
H 1.541 0.852 -1.052  0.138
H 0.561 1.901 1.022  0.121

Results
SMILES ... c1c[nH]cn1
Gap between HOMO and LUMO ... 9.950 eV
E_LUMO ... 0.949 eV
Total charge ... 0
ΔE to the lowest compared entry with this formula, charge and spin ... 2.112 eV

=====

The following is a DFT calculation (wB97M-V/def2-TZVPD) of a 2-piece molecular cluster, C3H6NO4 overall in a non-equilibrium geometry.

Each line ends with the Löwdin charge.
Positions of all 14 atoms, in Å:
O -2.916 0.844 0.679  -0.175
C -1.653 0.480 0.347  -0.397
C -1.337 -1.157 0.542  -0.132
N 0.072 -1.481 0.377  0.221
C 0.559 -0.216 0.215  -0.473
O 0.737 0.060 -1.295  -0.055
O -0.177 0.913 0.791  -0.058
H -1.464 0.672 -0.820  0.155
H -1.967 -1.595 -0.174  0.081
H -1.879 -1.496 1.541  0.171
H 1.647 -0.082 0.577  0.171
H 3.827 1.372 -0.399  -0.069
H 1.610 0.522 -1.532  0.033
O 2.941 1.162 -0.848  -0.474

Results
Gap between HOMO and LUMO ... 4.177 eV
E_LUMO ... -0.201 eV
Total charge ... -1
ΔE to the lowest compared entry with this formula, charge and spin ... 11.132 eV

=====

The following is a DFT calculation (wB97M-V/def2-TZVPD) of a 2-piece molecular cluster, C4H3N3S overall in a non-equilibrium geometry.

Each line ends with the Löwdin charge.
Positions of all 11 atoms, in Å:
C 2.546 -1.583 0.449  -0.806
C -1.534 0.329 0.864  -0.083
C -1.360 -0.030 -0.500  -0.105
C -0.576 1.347 1.001  -0.093
N 2.621 -2.571 1.067  0.096
N 0.025 1.659 -0.031  -0.039
N -0.381 0.818 -0.971  -0.092
S 2.644 -0.148 -0.384  0.725
H -2.117 -0.057 1.684  0.078
H -1.902 -0.752 -1.239  0.142
H 0.033 0.990 -1.940  0.178

Results
Gap between HOMO and LUMO (alpha / beta) ... 9.097 / 6.290 eV
E_LUMO (alpha / beta) ... -0.761 / -3.343 eV
Total charge ... 0
ΔE to the lowest compared entry with this formula, charge and spin ... 4.833 eV

=====

The following is a DFT calculation (wB97M-V/def2-TZVPD) of a 2-piece molecular cluster, C5H14S overall.

Each line ends with the Löwdin charge.
Positions of all 20 atoms, in Å:
C -0.081 -1.651 0.911  -0.130
C 0.663 -1.404 2.227  -0.308
C 2.159 -1.102 1.997  -0.114
H 0.393 -2.445 0.337  0.076
H -0.029 -0.778 0.266  0.032
H -1.133 -1.802 1.157  0.074
H 0.187 -0.648 2.852  0.094
H 0.559 -2.314 2.822  0.091
H 2.463 -0.122 2.348  0.063
H 2.772 -1.904 2.408  0.065
H 2.379 -1.146 0.933  0.059
C -1.712 0.914 -0.979  -0.426
S -1.473 2.664 -1.444  0.735
C -0.616 2.508 -3.025  -0.445
H -1.012 0.288 -1.523  0.025
H -1.469 0.766 0.069  0.009
H -2.753 0.682 -1.180  0.025
H 0.337 3.020 -2.986  0.019
H -1.218 2.976 -3.804  0.021
H -0.417 1.501 -3.386  0.035

Results
SMILES ... CCC.CSC
Gap between HOMO and LUMO ... 9.422 eV
E_LUMO ... 0.991 eV
Total charge ... 0
ΔE to the lowest compared entry with this formula, charge and spin ... 0.588 eV

=====

The following is a DFT calculation (wB97M-V/def2-TZVPD) of C14H26N3RuS4 as an isolated structure in a non-equilibrium geometry.

Each line ends with the Löwdin charge.
Positions of all 48 atoms, in Å:
Ru -0.167 -0.147 0.398  0.601
C 1.212 3.020 0.798  -0.469
C 0.338 3.272 -0.418  -0.450
S -0.030 1.721 -1.290  0.918
C -1.800 1.862 -1.662  -0.449
C -2.686 1.987 -0.437  -0.423
S -2.374 0.663 0.785  0.834
C -2.218 1.596 2.337  -0.460
C -1.052 2.563 2.408  -0.441
S 0.530 1.785 1.938  0.896
H 1.391 3.942 1.351  0.106
H 2.188 2.627 0.508  0.086
H 0.869 3.920 -1.115  0.102
H -0.590 3.776 -0.157  0.074
H -2.020 0.948 -2.216  0.088
H -1.958 2.705 -2.336  0.107
H -3.732 1.905 -0.728  0.104
H -2.560 2.947 0.062  0.079
H -2.139 0.827 3.108  0.082
H -3.163 2.113 2.515  0.108
H -0.945 2.937 3.426  0.102
H -1.209 3.425 1.763  0.075
N 1.945 -0.664 0.398  -0.082
C 2.287 -2.098 0.595  -0.204
C 1.913 -2.541 1.995  -0.169
C 0.421 -2.674 2.206  -0.220
N -0.281 -1.352 2.167  -0.118
H 2.316 -0.370 -0.502  0.080
H 2.456 -0.134 1.102  0.088
H 3.353 -2.245 0.420  0.132
H 1.736 -2.669 -0.153  0.116
H 2.346 -1.855 2.734  0.126
H 2.369 -3.511 2.191  0.135
H 0.211 -3.143 3.168  0.134
H -0.023 -3.287 1.423  0.085
H 0.053 -0.810 2.963  0.088
H -1.263 -1.547 2.356  0.084
S -1.483 -1.938 -0.452  0.681
C -0.547 -1.985 -1.919  -0.713
C -0.728 -2.826 -3.013  -0.053
C 0.117 -2.663 -4.092  -0.023
C 1.102 -1.673 -4.062  -0.034
C 1.203 -0.883 -2.940  -0.152
N 0.398 -1.047 -1.878  -0.124
H -1.508 -3.574 -3.006  0.122
H 0.012 -3.296 -4.963  0.127
H 1.769 -1.522 -4.898  0.119
H 1.940 -0.089 -2.879  0.108

Results
Gap between HOMO and LUMO (alpha / beta) ... 7.554 / 6.639 eV
Multiplicity ... 2
E_LUMO (alpha / beta) ... -6.292 / -7.155 eV
Total charge ... +2
⟨S²⟩ ... 0.755
ΔE to the lowest compared entry with this formula, charge and spin ... 0.437 eV

=====

The following is a DFT calculation (wB97M-V/def2-TZVPD) of a 2-piece molecular cluster, C2H10N5O overall in a non-equilibrium geometry.

Each line ends with the Löwdin charge.
Positions of all 18 atoms, in Å:
N -1.175 -2.613 0.704  0.156
C -0.565 -1.228 0.180  -0.229
N 0.815 -1.484 0.055  0.085
N -1.096 -0.777 -1.027  0.189
H -1.952 -2.314 1.311  0.102
H -1.670 -2.774 -0.183  0.095
H 1.095 -1.918 0.940  0.127
H 0.841 -2.299 -0.572  0.148
H -1.606 0.101 -0.881  0.153
H -0.280 -0.593 -1.619  0.133
N 1.487 2.222 -0.723  0.155
C 0.393 2.394 0.098  -0.668
N 0.268 1.383 1.037  0.142
O -0.354 3.336 -0.013  0.082
H 2.218 1.610 -0.399  0.097
H 1.799 3.050 -1.205  0.115
H -0.553 1.464 1.626  0.114
H 0.336 0.441 0.669  0.006

Results
Gap between HOMO and LUMO ... 5.495 eV
E_LUMO ... -8.059 eV
Total charge ... +1
ΔE to the lowest compared entry with this formula, charge and spin ... 4.056 eV

=====

The following is a DFT calculation (wB97M-V/def2-TZVPD) of a 2-piece molecular cluster, C11H14BrP overall in a non-equilibrium geometry.

Each line ends with the Löwdin charge.
Positions of all 27 atoms, in Å:
C 1.368 2.568 3.917  -0.103
C 2.436 1.772 3.476  -0.082
C 0.195 2.868 3.179  -0.071
C 2.390 1.308 2.139  -0.084
C 0.159 2.372 1.878  -0.133
C 1.223 1.658 1.494  0.016
C 0.468 -1.961 -2.013  -0.148
C -0.769 -2.888 -2.140  -0.207
C -0.119 -0.638 -1.441  -0.265
C -1.952 -1.974 -2.442  -0.250
C -1.635 -0.906 -1.343  -0.719
P -2.578 0.688 -1.257  0.560
Br -2.007 0.942 -3.350  0.317
H 1.548 3.055 4.889  0.102
H 3.270 1.463 4.133  0.110
H -0.700 3.323 3.545  0.096
H 2.966 0.646 1.630  0.060
H -0.586 2.619 1.142  0.087
H 1.261 -2.328 -1.478  0.078
H 0.674 -1.727 -3.020  0.092
H -0.518 -3.739 -2.916  0.147
H -0.875 -3.366 -1.216  0.078
H 0.205 -0.330 -0.475  0.071
H 0.116 0.222 -2.042  0.038
H -1.897 -1.599 -3.448  0.040
H -2.841 -2.497 -2.341  0.083
H -1.802 -1.550 -0.498  0.089

Results
Gap between HOMO and LUMO (alpha / beta) ... 8.009 / 7.661 eV
E_LUMO (alpha / beta) ... -0.060 / -1.082 eV
Total charge ... 0
ΔE to the lowest compared entry with this formula, charge and spin ... 3.720 eV

=====

The following is a DFT calculation (wB97M-V/def2-TZVPD) of an isolated ion of composition C5H10N2O and charge -1 in a non-equilibrium geometry.

Each line ends with the Löwdin charge.
Positions of all 18 atoms, in Å:
O -0.769 2.246 -2.170  -0.159
C -0.802 1.472 -1.222  -0.480
C -0.202 0.110 -1.267  -0.408
C 0.472 -0.109 0.080  -0.212
C -0.009 -0.705 1.359  -0.430
C -1.169 -1.383 1.431  -0.010
N 0.882 -0.380 2.453  0.094
N 0.941 0.220 -2.248  0.014
H -1.345 1.608 -0.283  0.055
H -0.836 -0.634 -1.642  0.093
H 1.337 -0.861 -0.186  0.133
H 1.131 0.799 0.325  0.110
H -1.873 -1.578 0.533  0.081
H -1.467 -1.737 2.423  0.025
H 1.092 0.519 2.472  0.000
H 0.529 -0.814 3.253  0.047
H 0.581 0.257 -3.190  0.044
H 1.508 0.971 -2.123  0.002

Results
Gap between HOMO and LUMO (alpha / beta) ... 3.224 / 7.406 eV
Multiplicity ... 2
E_LUMO (alpha / beta) ... 3.934 / 3.814 eV
Total charge ... -1
⟨S²⟩ ... 0.753
ΔE to the lowest compared entry with this formula, charge and spin ... 2.318 eV

=====

The following is a DFT calculation (wB97M-V/def2-TZVPD) of one molecule with the formula C3H7NO in a non-equilibrium geometry.

Each line ends with the Löwdin charge.
Positions of all 12 atoms, in Å:
C -0.747 -0.793 -0.967  -0.101
C 0.464 -0.697 -0.037  -0.181
C 0.793 0.720 0.332  -0.571
N -0.083 1.331 1.180  0.160
O 1.759 1.299 -0.119  0.052
H -1.685 -0.445 -0.535  0.067
H -0.578 -0.161 -1.848  0.084
H -0.884 -1.802 -1.331  0.066
H 1.321 -1.110 -0.561  0.112
H 0.331 -1.409 0.770  0.108
H -0.795 0.795 1.644  0.099
H 0.106 2.272 1.471  0.106

Results
SMILES ... CCC(N)=O
Gap between HOMO and LUMO ... 10.679 eV
E_LUMO ... 0.906 eV
Total charge ... 0
ΔE to the lowest compared entry with this formula, charge and spin ... 0.118 eV

=====

The following is a DFT calculation (wB97M-V/def2-TZVPD) of C12H30F4K3N2O16P2S4 as an isolated structure in a non-equilibrium geometry.

Each line ends with the Löwdin charge.
Positions of all 73 atoms, in Å:
K 0.188 -2.075 -0.967  0.891
K 4.227 2.086 -0.308  0.917
K -1.825 -1.621 1.775  0.897
N 0.595 -0.667 1.365  -0.445
S 2.180 -0.955 1.885  0.596
O 2.254 -1.405 3.257  -0.203
O 3.291 -0.454 1.110  -0.255
F 2.108 -2.406 1.249  -0.219
S 0.715 0.790 1.370  0.392
O 1.385 1.349 0.205  -0.314
O 0.739 1.402 2.713  -0.235
F -0.849 0.946 1.098  -0.230
N 3.018 1.404 -2.831  -0.325
S 1.393 1.698 -3.312  0.580
O 0.375 0.934 -2.566  -0.318
O 1.131 1.971 -4.682  -0.232
F 1.342 3.122 -2.644  -0.173
S 3.149 0.024 -3.296  0.428
O 3.170 -0.189 -4.743  -0.248
O 2.610 -1.059 -2.456  -0.356
F 4.728 -0.107 -2.912  -0.205
C 3.026 -5.124 3.773  -0.055
C 1.694 -5.430 3.080  -0.277
O 0.668 -5.656 4.049  -0.167
P -0.546 -4.533 4.210  0.491
O -1.283 -4.330 2.929  -0.300
O -1.467 -4.982 5.444  -0.163
C -0.809 -5.121 6.735  -0.238
C -0.621 -6.625 6.993  -0.061
O 0.162 -3.265 4.864  -0.199
C -0.387 -1.978 5.030  -0.268
C 0.506 -1.176 6.004  -0.043
H 3.234 -5.923 4.485  0.084
H 3.814 -4.948 3.041  0.086
H 2.870 -4.235 4.384  0.068
H 1.549 -4.600 2.389  0.086
H 1.817 -6.311 2.451  0.124
H 0.146 -4.615 6.882  0.113
H -1.419 -4.705 7.537  0.123
H -0.055 -7.098 6.190  0.068
H 0.101 -6.627 7.809  0.083
H -1.496 -7.262 7.120  0.086
H -0.288 -1.423 4.097  0.059
H -1.435 -1.958 5.329  0.132
H 0.176 -0.140 6.071  0.084
H 0.419 -1.628 6.992  0.081
H 1.568 -1.043 5.797  0.076
C -0.287 6.764 -6.663  -0.018
C -1.151 5.516 -6.280  -0.262
O -1.295 5.308 -4.910  -0.104
P -2.651 4.542 -4.350  0.658
O -3.936 5.121 -4.949  0.045
O -2.527 4.731 -2.792  -0.117
C -1.385 4.298 -2.103  -0.274
C -1.558 4.191 -0.602  -0.023
O -2.510 2.910 -4.625  -0.106
C -2.493 2.336 -5.931  -0.241
C -3.377 1.049 -5.909  -0.044
H 0.078 6.802 -7.689  0.091
H -0.918 7.637 -6.495  0.085
H 0.604 6.758 -6.034  0.084
H -2.157 5.661 -6.675  0.118
H -0.690 4.601 -6.650  0.131
H -1.031 3.337 -2.476  0.088
H -0.565 4.975 -2.342  0.123
H -0.795 4.772 -0.083  0.091
H -2.560 4.388 -0.220  0.095
H -1.348 3.161 -0.314  0.058
H -2.877 2.923 -6.766  0.127
H -1.548 1.948 -6.311  0.130
H -3.066 0.398 -6.726  0.088
H -3.405 0.593 -4.920  0.081
H -4.418 1.226 -6.179  0.080

Results
Gap between HOMO and LUMO (alpha / beta) ... 8.883 / 3.733 eV
Multiplicity ... 2
E_LUMO (alpha / beta) ... -5.729 / -10.880 eV
Total charge ... +2
⟨S²⟩ ... 0.761

=====

The following is a DFT calculation (wB97M-V/def2-TZVPD) of C29H51Cl5FNP2Si3TeV as an isolated structure.

Each line ends with the Löwdin charge.
Positions of all 94 atoms, in Å:
V 0.197 0.028 -2.090  0.359
C -4.055 -2.341 -1.863  -0.171
Si -2.522 -1.792 -0.912  0.374
C -2.278 -2.984 0.532  -0.171
C -2.935 -0.077 -0.247  -0.176
N -1.113 -1.672 -1.912  -0.169
C -0.655 -2.809 -2.541  -0.335
C -1.133 -4.127 -2.369  -0.047
C -0.602 -5.206 -3.061  -0.096
C 0.440 -5.050 -3.963  -0.108
C 0.956 -3.774 -4.159  -0.026
C 0.402 -2.738 -3.457  -0.218
F 0.936 -1.471 -3.654  -0.045
H -4.881 -2.509 -1.166  0.033
H -3.902 -3.263 -2.425  0.024
H -4.373 -1.571 -2.569  0.011
H -2.690 -2.580 1.459  -0.003
H -1.215 -3.170 0.703  0.027
H -2.763 -3.946 0.354  0.028
H -4.017 0.076 -0.237  0.043
H -2.494 0.698 -0.877  -0.034
H -2.568 0.074 0.771  -0.014
H -1.932 -4.311 -1.666  0.073
H -1.013 -6.191 -2.882  0.102
H 0.851 -5.896 -4.495  0.096
H 1.776 -3.579 -4.837  0.118
C 1.092 3.561 -1.248  -0.248
P -0.300 2.386 -1.146  0.826
C -1.036 2.916 0.444  -0.282
C -1.511 3.154 -2.314  -0.404
C -1.204 2.832 -3.780  -0.397
P -1.080 1.015 -3.988  0.818
C -0.554 0.771 -5.712  -0.249
C -2.825 0.492 -4.050  -0.247
H 0.760 4.561 -0.963  0.053
H 1.495 3.585 -2.258  -0.008
H 1.890 3.242 -0.577  0.029
H -1.307 3.972 0.391  0.049
H -0.308 2.766 1.241  -0.003
H -1.920 2.324 0.678  0.021
H -1.533 4.234 -2.143  0.087
H -2.498 2.769 -2.038  0.073
H -0.239 3.256 -4.068  0.050
H -1.962 3.252 -4.445  0.089
H -1.203 1.308 -6.406  0.050
H -0.595 -0.295 -5.939  0.048
H 0.475 1.105 -5.835  0.007
H -3.369 1.007 -4.844  0.053
H -3.309 0.684 -3.092  0.028
H -2.855 -0.585 -4.221  0.044
Cl 1.917 -1.300 -0.452  0.698
C 2.980 -0.248 -1.399  -0.662
C 2.325 0.588 -2.285  -0.274
C 3.180 1.346 -3.069  -0.665
Cl 2.494 2.379 -4.311  0.680
C 4.569 1.324 -2.946  -0.701
Cl 5.571 2.326 -3.927  0.674
C 5.160 0.474 -2.010  -0.708
Cl 6.868 0.435 -1.815  0.683
C 4.351 -0.349 -1.231  -0.722
Cl 5.036 -1.426 -0.074  0.694
C -3.367 -0.883 3.978  -0.174
Si -1.871 -0.563 5.057  0.376
C -0.951 -2.152 5.411  -0.189
C -2.420 0.217 6.672  -0.186
C -0.749 0.646 4.161  -0.584
Te 0.135 -0.145 2.367  1.184
C 2.088 -0.407 3.214  -0.587
Si 3.133 1.157 3.247  0.389
C 2.274 2.529 4.193  -0.188
C 3.445 1.737 1.497  -0.170
C 4.765 0.761 4.077  -0.180
H -4.037 -1.613 4.436  0.037
H -3.071 -1.272 3.001  -0.011
H -3.934 0.037 3.816  0.036
H -1.598 -2.864 5.929  0.032
H -0.082 -1.972 6.048  0.031
H -0.605 -2.622 4.488  0.017
H -3.097 -0.444 7.218  0.030
H -2.944 1.159 6.498  0.029
H -1.565 0.425 7.320  0.029
H 0.086 0.962 4.788  -0.009
H -1.290 1.552 3.879  0.007
H 2.573 -1.168 2.598  -0.009
H 1.939 -0.847 4.203  0.007
H 1.334 2.818 3.720  0.018
H 2.919 3.411 4.214  0.034
H 2.064 2.251 5.229  0.031
H 2.552 1.608 0.880  -0.003
H 4.257 1.174 1.035  0.013
H 3.724 2.794 1.480  0.043
H 4.621 0.432 5.109  0.031
H 5.418 1.637 4.094  0.032
H 5.289 -0.033 3.541  0.029

Results
Gap between HOMO and LUMO (alpha / beta) ... 7.242 / 7.606 eV
Multiplicity ... 4
E_LUMO (alpha / beta) ... 0.359 / 0.359 eV
Total charge ... 0
⟨S²⟩ ... 3.765
ΔE to the lowest compared entry with this formula, charge and spin ... 0.000 eV

=====

The following is a DFT calculation (wB97M-V/def2-TZVPD) of a 2-piece molecular cluster, C6H12N2 overall in a non-equilibrium geometry.

Each line ends with the Löwdin charge.
Positions of all 20 atoms, in Å:
C 1.595 1.139 0.777  -0.034
C 0.496 2.040 0.316  -0.405
C -0.820 1.897 0.161  -0.069
N -1.376 3.068 -0.514  0.052
C -0.238 3.837 -0.731  -0.171
N 0.792 3.304 -0.060  0.069
H 2.557 1.468 1.108  0.060
H 1.787 0.518 -0.253  0.134
H 1.236 0.420 1.465  0.040
H -1.528 1.155 0.381  0.085
H -2.299 3.026 -1.024  0.161
H 0.047 4.428 -1.507  0.079
C -0.554 -2.735 0.312  -0.203
C 0.041 -3.907 -0.301  -0.180
H 0.073 -2.144 0.904  0.042
H -0.951 -1.943 -0.298  0.054
H -1.550 -2.965 0.688  0.078
H -0.229 -3.962 -1.312  0.046
H -0.253 -4.729 0.327  0.065
H 1.175 -3.913 -0.441  0.098

Results
SMILES ... Cc1c[nH]cn1.CC
Gap between HOMO and LUMO ... 9.386 eV
E_LUMO ... 0.891 eV
Total charge ... 0
ΔE to the lowest compared entry with this formula, charge and spin ... 2.380 eV